Entry 1:
Computed, not measured: C6H21FN5O6P2S2 as an isolated structure in a non-equilibrium geometry, with ωB97M-V/def2-TZVPD.

Results
Charge: -1
HOMO energy, eV: -5.74
Orbital gap, hartree: 0.2578

```
43
C6H21FN5O6P2S2 | OMol25 | ωB97M-V/def2-TZVPD
N -3.444 0.982 4.591
P -2.578 0.284 5.969
O -3.596 -1.000 6.482
S -0.677 -0.488 5.323
O 0.167 -0.547 6.567
O -0.100 0.541 4.394
N -0.700 -2.067 4.705
S -1.532 -2.164 3.242
O -1.062 -3.379 2.499
O -3.002 -2.368 3.469
F -1.267 -0.874 2.223
H -2.769 1.227 3.852
H -3.755 1.892 4.949
H -4.199 -0.541 7.087
O 0.322 2.430 -1.547
P 0.545 0.914 -1.692
N 2.221 0.974 -1.323
C 3.301 0.227 -1.932
C 2.492 1.124 0.106
N 0.205 0.926 -3.401
C 1.213 1.365 -4.356
C -1.055 1.604 -3.723
N 0.578 -0.879 -1.728
C 0.691 -1.693 -2.926
C -0.532 -1.410 -0.910
H 3.329 -0.820 -1.603
H 4.261 0.679 -1.665
H 3.270 0.245 -3.018
H 2.380 0.169 0.635
H 1.802 1.841 0.559
H 3.500 1.507 0.283
H 1.709 2.293 -4.045
H 0.774 1.531 -5.344
H 1.965 0.594 -4.520
H -0.939 2.693 -3.747
H -1.825 1.364 -2.986
H -1.427 1.275 -4.698
H -0.176 -1.606 -3.588
H 0.783 -2.746 -2.640
H 1.593 -1.467 -3.493
H -1.499 -1.250 -1.403
H -0.559 -0.907 0.061
H -0.408 -2.476 -0.710
```

Atomic partial charges in e from the Mulliken method, atoms 1 to 5: atom 1 (N): -0.61, atom 2 (P): 0.29, atom 3 (O): -0.47, atom 4 (S): 0.90, atom 5 (O): -0.70

=====

Entry 2:
Computed, not measured: C6H21InO3P as an isolated structure in a non-equilibrium geometry, with ωB97M-V/def2-TZVPD.

Results
Charge: -1
HOMO energy, eV: -4.02
Orbital gap, hartree: 0.2506

```
32
C6H21InO3P | OMol25 | ωB97M-V/def2-TZVPD
C -0.876 -0.259 -0.136
C 0.703 -0.415 0.386
In 1.725 1.551 -0.248
P 2.089 1.300 -2.793
O 1.380 2.484 -3.563
H -0.815 -0.119 -1.317
H -1.237 0.778 0.286
H -1.539 -1.171 0.186
H 0.787 -0.620 1.537
H 1.204 -1.286 -0.242
H 0.509 2.877 0.088
H 3.265 1.838 0.638
H 3.504 1.177 -3.036
H 1.478 0.060 -3.288
C -2.614 1.160 -4.238
C -2.736 1.732 -2.841
O -1.448 2.037 -2.327
H -1.999 0.254 -4.231
H -3.599 0.915 -4.646
H -2.122 1.873 -4.907
H -3.208 1.007 -2.170
H -3.339 2.645 -2.842
H -1.041 2.687 -2.925
C 1.794 -2.838 5.213
C 0.633 -1.991 4.733
O 0.433 -2.186 3.341
H 2.709 -2.579 4.671
H 1.964 -2.696 6.283
H 1.602 -3.900 5.024
H 0.838 -0.930 4.903
H -0.289 -2.254 5.261
H 0.244 -3.130 3.202
```

Atomic partial charges in e from the Mulliken method, atoms 1 to 5: atom 1 (C): -0.54, atom 2 (C): -0.60, atom 3 (In): 0.59, atom 4 (P): 0.21, atom 5 (O): -0.72

=====

Entry 3:
Computed, not measured: C6H21MnN5O5S as an isolated structure in a non-equilibrium geometry, with ωB97M-V/def2-TZVPD.

Results
HOMO energy (alpha / beta), eV: -5.49 / -6.97
⟨S²⟩: 8.862
2S+1: 6
Orbital gap (alpha / beta), hartree: 0.1976 / 0.2509

```
39
C6H21MnN5O5S | OMol25 | ωB97M-V/def2-TZVPD
O 2.993 1.238 -2.928
H 3.590 1.519 -2.254
Mn 0.722 0.108 0.447
N -1.066 0.007 -0.214
N 1.038 -0.900 -1.432
O -2.202 0.252 0.586
O 2.110 -1.333 -1.994
C -1.293 -0.637 -1.383
C -0.162 -1.157 -2.044
C -2.636 -0.811 -1.973
C -0.209 -1.783 -3.392
H -3.349 -0.087 -1.592
H -3.008 -1.819 -1.755
H -2.609 -0.708 -3.065
H 0.768 -2.139 -3.725
H -0.570 -1.068 -4.136
H -0.910 -2.617 -3.405
H -2.738 1.006 0.173
H 2.515 0.661 -2.195
O -0.043 -2.731 1.476
H -0.245 -3.317 0.727
H 0.943 -2.713 1.513
C 0.957 1.907 0.015
H 1.987 1.330 -0.248
H 0.863 2.176 -1.045
H 0.998 2.620 0.859
O -3.790 2.280 0.040
H -3.605 2.920 -0.672
H -3.619 2.777 0.859
N -0.217 0.230 2.296
N 0.660 0.517 3.368
C 1.935 0.134 3.247
N 2.762 0.472 4.286
S 2.393 -0.764 1.861
H -0.420 -0.795 2.151
H -1.099 0.748 2.315
H 0.260 0.852 4.252
H 3.761 0.307 4.170
H 2.537 1.319 4.811
```

Atomic partial charges in e from the Mulliken method, atoms 1 to 5: atom 1 (O): -0.60, atom 2 (H): 0.35, atom 3 (Mn): 0.04, atom 4 (N): 0.67, atom 5 (N): 0.52

=====

Entry 4:
Computed, not measured: C6H21NO5 as an isolated structure in a non-equilibrium geometry, with ωB97M-V/def2-TZVPD.

Results
HOMO energy, eV: -8.51
Orbital gap, hartree: 0.3023
Energy above the lowest of the compared OMol25 structures with the same formula, charge and spin, kJ/mol: 1489.3

```
33
C6H21NO5 | OMol25 | ωB97M-V/def2-TZVPD
C -5.260 8.451 -4.112
O -6.410 8.217 -4.820
C -7.091 7.038 -4.410
C -7.651 7.217 -2.981
N -8.792 6.332 -2.656
C -9.246 6.453 -1.336
C -8.537 5.524 -0.275
O -8.527 4.091 -0.464
C -9.731 3.448 -0.696
H -5.380 8.413 -3.030
H -4.939 9.466 -4.345
H -4.442 7.800 -4.422
H -6.409 6.217 -4.189
H -7.795 6.681 -5.161
H -7.820 8.285 -2.837
H -6.901 6.865 -2.274
H -8.311 5.451 -2.769
H -10.322 6.277 -1.323
H -9.240 7.493 -1.011
H -9.030 5.710 0.679
H -7.498 5.825 -0.147
H -10.500 3.791 -0.003
H -9.500 2.401 -0.500
H -10.138 3.723 -1.669
O -3.837 9.105 -5.272
H -4.611 8.553 -5.157
H -3.511 9.248 -4.383
O -3.454 9.526 -3.349
H -2.938 10.332 -3.337
H -3.157 9.039 -2.580
O -5.329 9.227 -6.718
H -4.554 9.053 -6.184
H -5.263 10.155 -6.943
```

Atomic partial charges in e from the Mulliken method, atoms 1 to 5: atom 1 (C): -0.92, atom 2 (O): -0.37, atom 3 (C): -0.80, atom 4 (C): -0.52, atom 5 (N): -0.34

=====

Entry 5:
Computed, not measured: a 4-piece molecular cluster, C6H22N2O3 overall in a non-equilibrium geometry, with ωB97M-V/def2-TZVPD.

Results
HOMO energy, eV: -7.86
Orbital gap, hartree: 0.3041
Energy above the lowest of the compared OMol25 structures with the same formula, charge and spin, kJ/mol: 168.5

```
33
C6H22N2O3 | OMol25 | ωB97M-V/def2-TZVPD
C -2.558 0.336 0.075
C -2.132 1.196 1.260
C -1.206 2.355 0.797
N 0.200 2.002 0.591
C 0.746 2.096 -0.773
C 0.712 0.739 -1.465
N 1.534 -0.384 -0.973
C 2.718 -0.060 -0.147
H -1.627 -0.030 -0.345
H -3.069 -0.564 0.435
H -3.225 0.871 -0.588
H -1.646 0.704 2.105
H -2.965 1.704 1.739
H -1.295 3.099 1.588
H -1.608 2.751 -0.138
H 0.389 1.097 0.986
H 1.779 2.425 -0.656
H 0.217 2.816 -1.388
H 1.098 0.844 -2.499
H -0.278 0.373 -1.724
H 1.127 -1.251 -0.669
H 2.594 -0.562 0.814
H 2.865 0.999 -0.049
H 3.597 -0.533 -0.592
O 1.489 -2.752 1.066
H 1.216 -3.588 1.455
H 0.845 -2.128 1.433
O -1.241 -1.921 1.910
H -2.120 -1.612 1.720
H -1.180 -2.867 1.757
O 0.724 -2.939 -2.523
H 0.687 -2.102 -2.987
H 1.614 -3.117 -2.217
```

Atomic partial charges in e from the Mulliken method, atoms 1 to 5: atom 1 (C): -1.12, atom 2 (C): -0.48, atom 3 (C): -0.60, atom 4 (N): -0.19, atom 5 (C): -0.92

=====

Entry 6:
Computed, not measured: a 4-piece molecular cluster, C6H22N2O3 overall in a non-equilibrium geometry, with ωB97M-V/def2-TZVPD.

Results
Charge: +1
HOMO energy (alpha / beta), eV: -13.65 / -13.14
⟨S²⟩: 0.755
2S+1: 2
Orbital gap (alpha / beta), hartree: 0.4004 / 0.2148
Energy above the lowest of the compared OMol25 structures with the same formula, charge and spin, kJ/mol: 13.4

```
33
C6H22N2O3 | OMol25 | ωB97M-V/def2-TZVPD
N -2.474 -0.229 -1.475
C -1.956 -0.775 -0.253
C -3.018 -0.706 0.831
C -0.580 -0.083 0.166
N 0.472 -0.492 -0.751
C 1.765 -0.839 -0.209
C 2.482 0.452 0.342
C 2.718 0.365 1.844
H -1.799 -0.200 -2.243
H -2.832 0.715 -1.491
H -1.705 -1.801 -0.436
H -3.843 -1.372 0.660
H -3.591 0.237 0.902
H -2.407 -0.919 1.720
H -0.413 -0.507 1.213
H -0.784 0.981 0.264
H 0.410 0.244 -1.468
H 2.409 -1.197 -1.007
H 1.612 -1.574 0.588
H 3.428 0.619 -0.157
H 2.055 1.436 0.020
H 2.863 -0.701 2.064
H 3.670 0.678 2.298
H 1.882 0.918 2.315
H -0.228 -2.146 -1.734
H -0.740 -3.164 -2.569
O -0.250 -3.121 -1.727
H -0.916 1.574 3.147
H -1.150 3.015 2.914
O -1.123 2.182 2.423
H 0.779 2.619 -2.446
H 1.909 1.955 -3.261
O 1.351 1.835 -2.487
```

Atomic partial charges in e from the Mulliken method, atoms 1 to 5: atom 1 (N): -0.51, atom 2 (C): 0.16, atom 3 (C): -1.43, atom 4 (C): -0.57, atom 5 (N): 0.03